# 1
ORCA calculation (the ωB97M-V functional and the def2-TZVPD basis) on a molecular structure, C12H30CsN2O4P in a non-equilibrium geometry.

## Properties
* E_HOMO (alpha / beta): -2.9 / -2.4 eV
* lowest unoccupied orbital energy (alpha / beta): 1.5942 / 1.5953 eV
* energy: -33936.3305 eV
* expectation value of S²: 0.76
* maximum force: 5.844 eV Å⁻¹
* frontier orbital gap (alpha / beta): 0.164 / 0.148 Eh

Structure (ORCA input):
```
! wB97M-V def2-TZVPD RIJCOSX def2/J DEFGRID3
* xyz -1 2
Cs 20.00 -1.72 15.21
P 20.45 -4.54 16.90
O 21.17 -5.61 17.66
O 19.73 -5.67 16.13
O 21.57 -4.43 15.86
O 19.69 -3.36 17.52
C 17.77 2.06 19.73
C 18.50 2.35 18.36
N 17.72 3.17 17.45
C 18.19 3.11 16.05
C 18.11 1.72 15.45
C 17.37 4.51 17.92
C 18.56 5.43 18.00
H 18.29 1.34 20.36
H 16.79 1.61 19.61
H 17.74 2.95 20.37
H 19.39 2.89 18.66
H 18.81 1.52 17.73
H 17.60 3.81 15.46
H 19.22 3.48 16.06
H 18.88 0.99 15.72
H 17.19 1.14 15.36
H 18.30 1.85 14.38
H 16.99 4.54 18.94
H 16.55 4.96 17.35
H 19.36 5.03 18.63
H 18.15 6.32 18.49
H 18.96 5.69 17.02
C 21.47 -2.24 12.01
C 21.27 -1.14 11.02
N 20.89 0.00 11.76
C 19.83 0.83 11.17
C 20.30 1.43 9.82
C 22.03 0.77 12.22
C 21.78 2.20 12.95
H 22.33 -2.16 12.68
H 21.63 -3.24 11.62
H 20.55 -2.52 12.51
H 22.14 -0.89 10.40
H 20.49 -1.34 10.27
H 18.89 0.28 11.11
H 19.63 1.68 11.83
H 19.53 2.02 9.32
H 21.12 2.14 9.96
H 20.68 0.68 9.12
H 22.56 1.04 11.31
H 22.75 0.24 12.85
H 21.38 2.02 13.94
H 21.19 2.84 12.29
H 22.70 2.74 13.16
*
```

=====

# 2
ORCA calculation (the ωB97M-V functional and the def2-TZVPD basis) on a molecular structure, C12H30F6K2O6P in a non-equilibrium geometry.

## Properties
* E_HOMO: -10.7 eV
* lowest unoccupied orbital energy: -3.6460 eV
* energy: -83458.5150 eV
* maximum force: 1.836 eV Å⁻¹
* frontier orbital gap: 0.260 Eh

Structure (ORCA input):
```
! wB97M-V def2-TZVPD RIJCOSX def2/J DEFGRID3
* xyz 1 1
K 5.55 0.13 0.48
K 2.36 3.81 2.23
P 2.39 -0.07 1.81
F 1.25 -1.11 1.46
F 2.91 -0.14 0.24
F 1.45 1.19 1.32
F 3.59 0.99 2.14
F 1.84 0.15 3.29
F 3.44 -1.26 2.13
C 0.41 2.99 -1.41
O 0.59 3.96 -0.39
C 1.16 5.16 -0.89
C 1.19 6.36 0.07
O 2.07 6.16 1.15
C 2.82 7.29 1.60
H -0.57 2.56 -1.27
H 1.20 2.23 -1.38
H 0.52 3.42 -2.41
H 0.74 5.53 -1.83
H 2.23 4.96 -1.05
H 0.19 6.56 0.48
H 1.38 7.21 -0.58
H 3.58 7.59 0.87
H 3.36 6.92 2.48
H 2.16 8.10 1.92
C -0.96 -8.94 -2.40
O 0.05 -7.98 -2.29
C -0.33 -6.78 -1.65
C 0.55 -5.61 -2.09
O 0.07 -4.51 -1.33
C 0.68 -3.31 -1.72
H -1.65 -8.79 -3.23
H -1.44 -9.09 -1.43
H -0.46 -9.89 -2.63
H -0.26 -6.91 -0.57
H -1.33 -6.51 -1.99
H 0.36 -5.40 -3.14
H 1.60 -5.82 -1.87
H 0.13 -2.85 -2.55
H 1.73 -3.48 -1.95
H 0.67 -2.58 -0.90
C -3.91 1.96 2.51
O -2.71 1.22 2.43
C -2.00 1.46 1.23
C -2.01 0.21 0.34
O -3.33 -0.20 0.07
C -3.59 -1.51 0.54
H -4.39 1.72 3.46
H -4.57 1.73 1.68
H -3.75 3.04 2.61
H -0.94 1.53 1.53
H -2.25 2.38 0.70
H -1.38 -0.56 0.80
H -1.45 0.43 -0.58
H -4.54 -1.84 0.15
H -3.61 -1.63 1.63
H -2.81 -2.19 0.19
*
```

=====

# 3
ORCA calculation (the ωB97M-V functional and the def2-TZVPD basis) on a molecular structure, C12H30HfNO9Sr2 in a non-equilibrium geometry.

## Properties
* E_HOMO: -27.4 eV
* lowest unoccupied orbital energy: -25.5638 eV
* energy: -35717.7492 eV
* maximum force: 7.020 eV Å⁻¹
* frontier orbital gap: 0.068 Eh

Structure (ORCA input):
```
! wB97M-V def2-TZVPD RIJCOSX def2/J DEFGRID3
* xyz 7 1
Hf 2.13 0.23 -2.58
Sr -3.16 2.45 1.36
Sr -0.52 -1.99 3.43
N -0.19 0.34 0.24
O -1.34 0.83 0.07
O 0.68 0.49 -0.69
O 0.08 -0.47 1.19
C -4.14 0.31 -1.52
O -4.26 1.59 -0.86
C -4.85 2.58 -1.73
C -4.58 3.98 -1.19
O -3.22 4.06 -0.69
C -2.21 4.21 -1.67
H -3.55 0.35 -2.43
H -5.16 -0.03 -1.71
H -3.65 -0.32 -0.77
H -5.90 2.40 -1.97
H -4.33 2.57 -2.70
H -5.16 4.12 -0.28
H -4.72 4.69 -2.00
H -2.19 3.41 -2.41
H -1.23 4.09 -1.19
H -2.18 5.19 -2.15
C -1.13 -3.34 0.02
O -0.39 -3.46 1.23
C 0.91 -4.03 1.07
C 1.19 -4.87 2.31
O 1.14 -4.19 3.52
C 1.76 -4.92 4.62
H -1.28 -4.29 -0.49
H -0.76 -2.58 -0.68
H -2.16 -3.08 0.29
H 1.64 -3.23 0.88
H 0.98 -4.71 0.21
H 2.13 -5.41 2.16
H 0.36 -5.60 2.36
H 1.36 -5.91 4.89
H 1.76 -4.29 5.51
H 2.83 -5.05 4.40
C 1.93 3.59 -2.05
O 2.64 2.33 -1.78
C 3.62 2.43 -0.71
C 3.75 1.20 0.16
O 3.48 0.01 -0.59
C 4.01 -1.19 0.05
H 1.32 3.90 -1.21
H 1.20 3.42 -2.84
H 2.67 4.35 -2.32
H 3.41 3.24 -0.01
H 4.61 2.74 -1.07
H 3.33 1.20 1.17
H 4.82 1.20 0.43
H 4.41 -1.87 -0.70
H 3.28 -1.70 0.69
H 4.86 -0.96 0.70
*
```

=====

# 4
ORCA calculation (the ωB97M-V functional and the def2-TZVPD basis) on a molecular structure, C12H31AgNO6 in a non-equilibrium geometry.

## Properties
* E_HOMO (alpha / beta): -7.5 / -6.6 eV
* lowest unoccupied orbital energy (alpha / beta): 0.3453 / -0.6142 eV
* energy: -30715.3252 eV
* expectation value of S²: 0.76
* maximum force: 2.208 eV Å⁻¹
* frontier orbital gap (alpha / beta): 0.288 / 0.219 Eh

Structure (ORCA input):
```
! wB97M-V def2-TZVPD RIJCOSX def2/J DEFGRID3
* xyz 0 2
Ag 0.24 0.04 -0.44
C 1.82 2.64 -3.84
C 1.50 1.31 -3.16
O 0.63 1.47 -2.13
H 1.04 2.96 -4.53
H 2.72 2.55 -4.47
H 2.01 3.38 -3.06
H 2.47 0.86 -2.84
H 1.17 0.58 -3.94
C -3.28 1.94 1.20
C -2.79 0.95 0.14
O -1.63 1.30 -0.48
H -2.56 1.99 2.01
H -4.22 1.58 1.62
H -3.39 2.93 0.76
H -3.60 0.83 -0.61
H -2.74 -0.06 0.61
C -1.71 -1.37 -2.92
O -0.83 -1.73 -1.87
C -1.23 -2.85 -1.11
C -0.37 -2.83 0.14
N -0.58 -1.62 0.98
C -0.03 -1.86 2.31
C -0.47 -0.83 3.33
O -0.16 0.47 2.91
C -0.55 1.45 3.85
H -2.20 -2.24 -3.36
H -1.11 -0.83 -3.64
H -2.53 -0.74 -2.55
H -1.03 -3.76 -1.68
H -2.28 -2.76 -0.82
H 0.68 -2.81 -0.16
H -0.54 -3.73 0.75
H -1.59 -1.50 1.02
H 1.06 -1.81 2.25
H -0.37 -2.82 2.72
H 0.10 -1.04 4.26
H -1.53 -0.94 3.60
H -0.35 2.42 3.40
H 0.10 1.37 4.72
H -1.63 1.45 4.02
C 3.13 1.13 0.25
C 3.29 -0.33 0.09
O 2.42 -0.88 -0.90
O 1.85 1.42 0.80
H 3.20 1.65 -0.72
H 3.96 1.49 0.87
H 3.06 -0.84 1.04
H 4.33 -0.66 0.00
H 2.79 -1.70 -1.24
H 1.74 2.38 0.84
*
```

=====

# 5
ORCA calculation (the ωB97M-V functional and the def2-TZVPD basis) on a molecular structure, C12H31MgO8S4 in a non-equilibrium geometry.

## Properties
* E_HOMO: -11.2 eV
* lowest unoccupied orbital energy: -2.9018 eV
* energy: -78106.4795 eV
* maximum force: 2.469 eV Å⁻¹
* frontier orbital gap: 0.305 Eh

Structure (ORCA input):
```
! wB97M-V def2-TZVPD RIJCOSX def2/J DEFGRID3
* xyz 1 1
Mg 1.05 1.30 1.43
O 0.88 -0.27 0.44
H 0.44 -0.35 -0.39
C 1.21 -3.56 -0.50
C 0.18 -3.29 0.61
C -1.09 -2.50 0.25
O -2.13 -3.43 0.55
C -1.65 -4.64 0.86
O -2.32 -5.59 1.10
O -0.32 -4.59 0.99
H 1.84 -2.66 -0.48
H 0.77 -3.60 -1.49
H 1.94 -4.35 -0.33
H 0.71 -2.74 1.38
H -1.32 -2.01 -0.70
H -1.12 -1.72 1.01
C -3.45 2.57 1.05
S -1.78 2.52 0.36
O -0.90 1.90 1.41
C -2.15 1.22 -0.87
H -3.77 1.56 1.29
H -4.08 2.95 0.25
H -3.47 3.24 1.91
H -3.16 0.81 -0.95
H -1.45 0.43 -0.64
H -1.96 1.58 -1.89
C 0.51 4.03 -2.06
S 1.68 3.90 -0.70
O 1.34 2.56 -0.07
C 3.20 3.54 -1.61
H 1.00 4.65 -2.80
H -0.39 4.57 -1.74
H 0.26 3.03 -2.38
H 3.58 4.31 -2.27
H 2.99 2.61 -2.14
H 3.89 3.40 -0.78
C -1.11 -1.29 4.08
S -0.30 0.29 4.40
O 0.58 0.58 3.21
C -1.77 1.35 4.43
H -0.33 -2.06 4.06
H -1.66 -1.35 3.15
H -1.64 -1.70 4.95
H -1.43 2.38 4.37
H -2.42 1.00 5.23
H -2.39 1.26 3.53
C 3.25 -1.50 -2.44
S 2.58 -0.36 -3.68
O 3.06 -0.97 -4.96
C 0.85 -0.86 -3.44
H 3.02 -2.54 -2.66
H 2.90 -1.17 -1.46
H 4.33 -1.42 -2.50
H 0.46 -0.74 -2.43
H 0.84 -1.92 -3.71
H 0.26 -0.36 -4.21
*
```